# 1
Here is a single C4H6N2O molecule at a distorted geometry from the OMol25 dataset. Energies are from wB97M-V/def2-TZVPD.

Element x y z (Å)
N -0.3161 2.1300 1.2721
C -0.2801 0.6906 0.8460
C -0.8262 -0.5275 1.0313
C -0.4100 -1.3583 -0.0358
C 0.2423 -0.5750 -0.9543
N 0.9509 -0.6588 -2.1481
O 0.3657 0.6382 -0.3353
H 0.6090 2.5280 1.2141
H -0.6804 2.2728 2.2696
H -1.6010 -0.7938 1.7597
H -0.6787 -2.3445 -0.0411
H 1.9001 -0.3584 -2.2097
H 0.7246 -1.6432 -2.6686

## Properties
HOMO level: -7.303 eV
SMILES string: Nc1ccc(N)o1
HOMO-LUMO gap: 8.26 eV

Charges computed using natural (NBO), reported in e:
1 N -0.8286
2 C 0.4245
3 C -0.3569
4 C -0.3664
5 C 0.4335
6 N -0.8399
7 O -0.4461
8 H 0.3774
9 H 0.3767
10 H 0.2226
11 H 0.2144
12 H 0.3957
13 H 0.3930

---

# 2
Here is 2 unconnected molecules or ions with the total composition C4H6N2O at a distorted geometry from the OMol25 dataset. Energies are from wB97M-V/def2-TZVPD.

Element x y z (Å)
O 1.4351 2.4931 0.7299
C 0.9500 1.6131 1.2561
N 1.5039 -0.2991 -0.7814
C 0.3956 -1.0807 -0.2697
C -0.8136 -0.2205 -0.2273
C -2.0052 0.1992 0.4739
N -1.0668 0.9946 -0.4140
H 2.3854 -0.7897 -0.7108
H 0.5865 -1.2878 0.7931
H 0.2076 -2.0546 -0.7519
H 1.3576 -0.0002 -1.7382
H -3.0123 0.0544 0.0913
H -1.9236 0.3780 1.5490

## Properties
HOMO level: -9.698 eV
HOMO-LUMO gap: 10.63 eV

Charges computed using natural (NBO), reported in e:
1 O -0.5090
2 C 0.4918
3 N -0.8292
4 C -0.2833
5 C 0.2450
6 C -0.3173
7 N -0.3291
8 H 0.3688
9 H 0.2265
10 H 0.2000
11 H 0.3695
12 H 0.1872
13 H 0.1791

---

# 3
Here is 3 unconnected molecules or ions with the total composition C4H6N2O at a distorted geometry from the OMol25 dataset. Energies are from wB97M-V/def2-TZVPD.

Element x y z (Å)
C 0.1266 -0.5304 -0.2506
N -0.0791 -1.3554 0.7718
C 1.4357 -1.6654 -1.4487
C -1.1768 1.2608 0.2442
C -0.7177 2.4027 0.7153
N -0.0464 0.3008 -1.0992
O 1.8082 -2.6782 -0.9344
H -0.3756 -0.9592 1.6492
H 0.4844 -2.1983 0.7701
H 1.7935 -1.3272 -2.4503
H -2.2052 0.9136 0.2627
H -1.3753 3.1581 1.1430
H 0.3278 2.6781 0.6268

## Properties
HOMO level (spin up / spin down): -7.330 / -7.330 eV
HOMO-LUMO gap (spin up / spin down): 8.10 / 8.10 eV

Charges computed using natural (NBO), reported in e:
1 C 0.4585
2 N -0.8474
3 C 0.3175
4 C -0.1475
5 C -0.4362
6 N -0.3653
7 O -0.5631
8 H 0.4067
9 H 0.4345
10 H 0.1228
11 H 0.1957
12 H 0.2115
13 H 0.2122

---

# 4
Here is a molecular structure, C4H6N2O at a distorted geometry from the OMol25 dataset. Energies are from wB97M-V/def2-TZVPD.

Element x y z (Å)
C 1.0941 0.5036 -2.1610
O -0.2554 0.2975 -1.6322
C -0.3867 -0.0851 -0.3243
N 0.6026 -0.4800 0.3395
N 0.5713 -0.5580 1.6680
C -1.1436 -0.2471 2.2058
C -1.8147 0.0114 1.1177
H 0.9930 0.9310 -3.1684
H 1.6673 1.1996 -1.5382
H 1.6514 -0.4390 -2.2406
H 0.9269 -1.5137 1.8514
H -1.1507 -0.2395 3.3035
H -2.7708 0.1766 0.6469

## Properties
HOMO level: -8.516 eV
HOMO-LUMO gap: 9.51 eV

Charges computed using natural (NBO), reported in e:
1 C -0.2475
2 O -0.5260
3 C 0.5184
4 N -0.3382
5 N -0.4117
6 C -0.1522
7 C -0.2684
8 H 0.1955
9 H 0.1923
10 H 0.1903
11 H 0.3611
12 H 0.2457
13 H 0.2407